The following is a quantum chemistry calculation of a structure of composition C27H34BN6O3PmS2 in a non-equilibrium geometry, from the OMol25 dataset.

Each line ends with the Mulliken spin population.
Cartesian coordinates (Å):
Pm: 0.52190 -0.37220 0.21834  4.012
C: 2.03344 0.85202 -3.98698  0.000
C: 1.53684 1.14150 -2.70884  -0.001
N: 1.88449 0.20830 -1.77296  -0.002
N: 2.60229 -0.69032 -2.50060  -0.001
C: 2.65034 -0.35167 -3.78465  0.000
B: 2.86546 -2.05312 -1.83078  -0.007
N: 3.45849 -1.83864 -0.39131  -0.001
C: 4.75974 -1.94719 -0.12680  0.001
C: 4.94347 -1.47642 1.15561  -0.001
C: 3.69372 -1.09476 1.59512  0.000
N: 2.75215 -1.30893 0.63335  0.000
N: 1.50934 -2.82907 -1.68616  0.000
C: 1.26200 -4.07494 -2.11927  0.000
C: -0.05501 -4.38057 -1.95049  -0.001
C: -0.58282 -3.19772 -1.40895  -0.004
N: 0.35384 -2.25972 -1.24570  -0.003
H: 1.83256 1.39076 -4.87933  0.000
H: 1.00913 2.04928 -2.40193  -0.001
H: 3.12692 -1.01559 -4.46471  0.000
H: 3.62255 -2.70198 -2.50502  0.000
H: 5.46739 -2.30489 -0.83633  0.000
H: 5.80728 -1.45631 1.77998  0.000
H: 3.38970 -0.71163 2.54677  0.000
H: 2.10459 -4.66369 -2.46753  0.000
H: -0.45288 -5.29044 -2.30706  0.000
H: -1.60999 -2.97873 -1.09993  0.000
O: 0.19108 1.11630 1.94894  0.000
S: 0.36938 2.34979 2.87762  0.000
C: -1.10361 3.29760 2.48623  0.000
C: -1.51330 3.39305 1.05342  0.000
C: -2.53383 2.34146 0.71140  0.001
C: -3.03762 2.34434 -0.73144  0.001
S: -2.39457 0.96390 -1.74299  0.000
O: -1.15870 0.47090 -1.02417  0.007
C: -3.62188 -0.28213 -1.58672  0.000
C: -4.23486 -0.73637 -2.73421  0.000
C: -5.10656 -1.81444 -2.67936  0.000
C: -5.37025 -2.41353 -1.45790  0.000
C: -4.78728 -1.90964 -0.29240  0.000
C: -3.93301 -0.83698 -0.35217  0.000
C: 1.77477 3.17357 2.16265  0.001
C: 1.90716 3.23816 0.74742  0.000
C: 3.06124 3.79783 0.19632  0.001
C: 4.01051 4.33935 1.06163  0.000
C: 3.91473 4.19575 2.42807  0.000
C: 2.75770 3.63086 3.00553  0.000
H: -1.02892 4.28419 3.00174  0.000
H: -1.86451 2.74419 3.07937  0.000
H: -0.64680 3.36175 0.34703  -0.002
H: -1.94200 4.36471 0.90241  0.000
H: -3.42633 2.50295 1.35464  0.000
H: -2.22288 1.37788 1.01031  0.001
H: -2.75941 3.25085 -1.26207  0.000
H: -4.10242 2.30923 -0.77598  0.000
H: -4.04723 -0.26253 -3.71228  0.000
H: -5.66699 -2.15519 -3.55647  0.000
H: -6.11008 -3.21483 -1.40939  0.000
H: -5.06171 -2.37431 0.65869  0.000
H: -3.38888 -0.52687 0.52254  -0.001
H: 1.23908 2.74948 0.09756  0.001
H: 3.14521 3.95137 -0.84822  0.000
H: 4.90573 4.81196 0.64513  0.000
H: 4.71497 4.49866 3.07902  0.000
H: 2.70063 3.53582 4.07012  0.000
C: -2.20914 -2.97175 3.16911  0.000
C: -1.08394 -2.00627 2.94298  0.001
O: -0.81121 -1.81721 1.55669  -0.001
H: -2.56246 -2.83459 4.19155  0.000
H: -1.91884 -4.01216 3.02258  0.000
H: -3.03236 -2.74824 2.49794  0.000
H: -0.16685 -2.37759 3.43226  0.000
H: -1.37558 -1.04352 3.35353  0.000
H: -0.95515 -2.70105 1.09746  0.000

Calculated values
2S+1 = 5
Gap between HOMO and LUMO (spin up / spin down) = 9.27 / 9.31 eV
Net charge = +2
Highest occupied orbital energy (spin up / spin down) = -14.16 / -14.16 eV

***

The following is a quantum chemistry calculation of a cluster of 9 separate species, C27H34BrF8O26PSi in total in a non-equilibrium geometry, from the OMol25 dataset.

Each line ends with the Mulliken charge.
Cartesian coordinates (Å):
C: 1.54785 0.86171 -0.53872  -0.027
C: 0.60752 1.39805 0.69063  -0.503
C: -0.50966 2.52402 0.27886  0.518
Br: 0.33835 4.33181 -0.14014  -0.186
Si: -1.78104 1.95705 -1.06067  0.384
P: -3.39346 0.66566 -0.31586  0.170
O: -4.74676 1.57900 0.31639  -0.470
O: -2.76687 -0.46527 0.85450  -0.480
H: 1.53686 -0.32787 -0.53109  -0.081
H: 2.68043 1.16719 -0.32546  0.246
H: 1.29156 1.29588 -1.59424  -0.044
H: 0.10476 0.49753 1.29057  0.253
H: 1.34564 1.91868 1.47070  0.313
H: -1.14913 2.73087 1.26584  -0.583
H: -1.01932 1.29324 -2.12942  0.007
H: -2.40777 3.13130 -1.65340  -0.234
H: -4.68449 2.55752 0.04083  0.286
H: -2.41737 -1.26781 0.33550  0.356
O: -0.16561 -0.98762 -2.58024  -0.379
C: -0.31803 -2.14976 -2.24250  0.380
O: -1.26985 -2.57234 -1.35541  -0.175
C: -1.20141 -3.98408 -1.33868  -0.493
C: 0.18988 -4.24587 -1.80502  0.613
F: 0.25692 -5.40663 -2.49480  -0.290
O: 0.44380 -3.18415 -2.69674  -0.237
H: -1.95909 -4.39218 -2.01600  0.276
H: -1.38332 -4.37351 -0.33337  0.332
H: 0.93907 -4.24289 -1.00613  -0.016
O: 2.24418 -5.97691 -0.88036  -0.516
C: 3.07963 -5.73739 -0.02448  0.730
O: 4.25214 -6.42769 0.11753  -0.348
C: 4.98775 -5.76238 1.12461  -0.298
C: 3.92149 -5.05819 1.89202  0.296
F: 4.38470 -3.89717 2.40693  -0.270
O: 2.95540 -4.75488 0.91143  -0.250
H: 5.69974 -5.07304 0.65848  0.165
H: 5.54197 -6.47531 1.74102  0.318
H: 3.46538 -5.66179 2.68395  0.275
O: 4.93066 -3.83259 -0.91774  -0.559
C: 5.64287 -2.91958 -0.53429  0.674
O: 6.61985 -3.05490 0.41370  -0.318
C: 7.29268 -1.81327 0.47376  -0.462
C: 6.27030 -0.86566 -0.05394  0.359
F: 6.85710 0.16215 -0.70734  -0.307
O: 5.55728 -1.63908 -0.99219  -0.297
H: 8.19168 -1.85713 -0.15016  0.278
H: 7.58868 -1.57698 1.49940  0.288
H: 5.58127 -0.48032 0.70518  0.273
O: -0.16934 -9.58259 -6.60524  -0.536
C: 0.54287 -8.66958 -6.22179  0.624
O: 1.51985 -8.80490 -5.27380  -0.311
C: 2.19268 -7.56327 -5.21375  -0.341
C: 1.17030 -6.61566 -5.74144  0.570
F: 1.75710 -5.58785 -6.39484  -0.297
O: 0.45728 -7.38908 -6.67969  -0.324
H: 3.09168 -7.60713 -5.83766  0.287
H: 2.48868 -7.32698 -4.18810  0.195
H: 0.48127 -6.23032 -4.98232  0.128
O: -7.27111 6.52224 0.30843  -0.548
C: -7.42643 5.45420 0.87677  0.561
O: -6.44138 4.51782 1.03280  -0.240
C: -6.98405 3.49962 1.84933  -0.321
C: -8.45022 3.65915 1.63352  0.282
F: -9.14130 3.31486 2.74327  -0.288
O: -8.60401 5.04497 1.42679  -0.296
H: -6.68771 3.67201 2.88945  0.223
H: -6.62286 2.51503 1.54026  0.337
H: -8.83857 3.11239 0.76764  0.293
O: -2.08514 2.79797 -7.09224  -0.550
C: -1.14683 2.38485 -6.43135  0.576
O: 0.04028 1.96301 -6.96454  -0.307
C: 0.89566 1.69408 -5.87186  -0.477
C: -0.06697 1.44054 -4.76246  0.458
F: 0.44941 1.83384 -3.57657  -0.292
O: -1.15598 2.27995 -5.07283  -0.268
H: 1.53420 2.56463 -5.68802  0.294
H: 1.53226 0.82895 -6.07599  0.309
H: -0.40988 0.40263 -4.69416  0.236
O: -3.57636 3.22372 6.27343  -0.593
C: -3.18511 3.78712 5.26477  0.638
O: -3.79143 4.88269 4.71378  -0.329
C: -2.96374 5.30334 3.64798  -0.239
C: -2.21891 4.05830 3.30622  0.487
F: -0.97866 4.34746 2.85252  -0.208
O: -2.09561 3.39748 4.54517  -0.324
H: -2.30696 6.10832 3.99446  0.228
H: -3.56098 5.67387 2.81048  0.387
H: -2.73524 3.40814 2.59193  0.100
O: -1.00561 6.88694 5.12398  -0.636
C: -0.27414 6.23933 5.85434  0.659
O: 0.65034 5.33513 5.40798  -0.247
C: 1.37174 4.90697 6.54560  -0.420
C: 0.41662 5.18180 7.65642  0.303
F: 1.07679 5.50090 8.79222  -0.296
O: -0.28351 6.32254 7.21437  -0.292
H: 2.29653 5.48771 6.62863  0.283
H: 1.62874 3.84690 6.47076  0.268
H: -0.29049 4.36860 7.85189  0.288

Calculated values
Gap between HOMO and LUMO = 8.01 eV
Net charge = 0
Highest occupied orbital energy = -8.16 eV
SMILES = CC[C@@H](Br)[SiH2]P(O)O.O=C1OC[C@@H](F)O1.O=C1OC[C@@H](F)O1.O=C1OC[C@@H](F)O1.O=C1OC[C@@H](F)O1.O=C1OC[C@@H](F)O1.O=C1OC[C@@H](F)O1.O=C1OC[C@@H](F)O1.O=C1OC[C@@H](F)O1

***

The following is a quantum chemistry calculation of a structure of composition C27H34CrN7OS2 in a non-equilibrium geometry, from the OMol25 dataset.

Each line ends with the Mulliken spin population.
Cartesian coordinates (Å):
Cr: -0.20582 0.19545 -0.20753  3.550
C: 0.53942 2.36036 3.68875  0.000
C: 0.17794 1.41273 2.58703  -0.098
N: 0.18061 1.87158 1.35421  -0.044
N: 0.26815 2.66440 0.52709  0.026
C: -0.68661 1.42466 -1.78297  -0.327
O: -0.80424 0.24718 -2.10438  -0.169
C: -0.79803 2.54586 -2.70478  -0.102
C: -0.56914 3.85456 -2.28432  -0.010
C: -0.66636 4.89134 -3.19804  -0.001
C: -0.98954 4.61670 -4.52259  0.005
C: -1.21773 3.30885 -4.94846  -0.002
C: -1.12092 2.27189 -4.04119  -0.010
C: -0.15471 0.00393 2.75365  0.124
C: -0.29016 -0.56247 4.01210  -0.009
C: -0.70603 -1.87542 4.12245  0.008
C: -0.99877 -2.60729 2.97837  -0.007
C: -0.81481 -1.99521 1.76277  0.047
N: -0.35798 -0.73415 1.64194  -0.015
H: 0.53696 3.38816 3.33009  -0.002
H: 1.52684 2.13539 4.10013  -0.001
H: -0.19502 2.29532 4.49523  0.000
H: -0.31582 4.05477 -1.25336  -0.004
H: -0.48532 5.91116 -2.88221  0.000
H: -1.05996 5.43107 -5.23380  0.000
H: -1.46913 3.10815 -5.98220  -0.001
H: -1.30026 1.24998 -4.35217  -0.005
H: -0.08377 0.03097 4.89211  0.000
H: -0.82032 -2.32541 5.10055  0.000
H: -1.35801 -3.62594 3.02593  0.000
H: -1.03283 -2.51973 0.84082  -0.003
C: 2.65442 -0.09935 -2.31022  -0.002
C: 1.65876 -1.24365 -2.32733  0.016
N: 1.00158 -1.52052 -1.01587  -0.044
C: 1.83255 -2.34781 -0.10272  0.020
C: 3.05750 -1.66531 0.48544  -0.005
S: 2.75927 -0.02346 1.19700  0.010
C: 3.85311 1.02635 0.20950  0.000
C: 3.18728 1.83717 -0.90464  -0.007
N: 2.14153 1.09789 -1.62988  0.057
H: 3.57393 -0.41466 -1.82915  -0.007
H: 2.92973 0.11011 -3.34728  0.002
H: 0.87250 -1.03578 -3.04525  -0.004
H: 2.16535 -2.15008 -2.67074  0.002
H: 0.21286 -2.11682 -1.26157  0.007
H: 1.19629 -2.68344 0.70918  0.000
H: 2.16396 -3.24578 -0.63101  0.004
H: 3.43071 -2.30766 1.28215  0.000
H: 3.86629 -1.58479 -0.23664  0.000
H: 4.33368 1.71455 0.90279  0.000
H: 4.65122 0.39043 -0.16913  -0.002
H: 2.72380 2.72727 -0.48308  0.000
H: 3.98091 2.18132 -1.57739  0.001
H: 1.77662 1.73192 -2.33094  0.011
N: -4.01807 1.64701 -1.47100  0.003
C: -3.36003 1.84445 -0.32776  0.002
S: -2.62497 0.50077 0.47677  -0.017
N: -3.32100 3.07766 0.16380  -0.002
C: -2.76638 3.49743 1.42866  -0.005
C: -2.08700 4.70536 1.46132  -0.001
C: -1.57646 5.17311 2.66516  0.001
C: -1.74380 4.42710 3.82493  0.000
C: -2.43930 3.22535 3.77905  0.000
C: -2.96791 2.75903 2.58366  0.006
H: -4.12196 0.69791 -1.78984  0.002
H: -4.61394 2.35071 -1.88060  0.000
H: -3.74455 3.81380 -0.38543  0.000
H: -1.97224 5.28861 0.55483  0.000
H: -1.05835 6.12301 2.69513  0.000
H: -1.35874 4.79551 4.76709  0.000
H: -2.60400 2.65698 4.68636  0.000
H: -3.53312 1.83723 2.55665  0.000

Calculated values
2S+1 = 4
Gap between HOMO and LUMO (spin up / spin down) = 7.43 / 7.27 eV
Net charge = +2
Highest occupied orbital energy (spin up / spin down) = -13.43 / -13.42 eV